<one>
Computed, not measured: a cluster of 2 separate species, C2H10NO in total, with the ωB97M-V functional and the def2-TZVPD basis.

The calculation puts the orbital gap at 11.360 eV. The calculation puts the HOMO energy at -0.548 Eh. As for the total charge: +1.

XYZ file:
```
14
C2H10NO the ωB97M-V functional and the def2-TZVPD basis
O -0.18821 -0.56285 -1.30528
H -0.12318 -1.46194 -1.02153
H -0.56991 -0.16432 2.35467
C -1.12732 -0.43737 -2.43446
H -2.15472 -0.51482 -2.13871
H 0.88051 0.67562 3.16653
H 0.03033 1.23526 0.40281
H -0.75523 0.47259 -2.88834
H 1.00112 0.17050 0.28929
H 1.47340 1.57512 1.12455
N 0.76132 0.85625 1.02173
C 0.47054 0.12944 2.32069
H 1.13034 -0.73360 2.22962
H -0.82899 -1.23989 -3.12156
```

***

<two>
Computed, not measured: a cluster of 2 separate species, C2H10NO in total, with the ωB97M-V functional and the def2-TZVPD basis.

The calculation puts the orbital gap at 11.625 eV. The calculation puts the HOMO energy at -0.555 Eh. As for the total charge: +1.

XYZ file:
```
14
C2H10NO the ωB97M-V functional and the def2-TZVPD basis
H -1.11835 -1.80151 0.32972
H -0.58120 -0.24407 0.37184
H 0.88354 0.82388 2.30708
H -0.39558 -0.09251 -1.93409
C -0.80975 -1.03972 -1.59725
H -0.05488 -1.79299 -1.63667
C 1.47274 1.27175 1.52375
H 2.51225 1.02865 1.41848
N -1.19612 -0.91090 -0.15648
H -1.69898 -1.22553 -2.17612
O 0.77783 0.88833 0.30351
H -2.13766 -0.55073 0.01764
H 1.24534 2.32545 1.72086
H 1.10083 1.31991 -0.49227
```

***

<three>
Computed, not measured: a cluster of 3 separate species, C2H10NO in total, with the ωB97M-V functional and the def2-TZVPD basis.

The calculation puts the orbital gap at 4.934 eV. The calculation puts the HOMO energy at -0.550 Eh. As for the total charge: +1.

XYZ file:
```
14
C2H10NO the ωB97M-V functional and the def2-TZVPD basis
H 1.89547 1.50120 0.30720
H 0.80782 -0.63417 -0.83068
H -3.34724 1.43533 0.59070
H -3.55051 0.14809 -0.60165
H -0.83698 -1.41308 0.07671
H -3.29287 -0.24576 1.15516
C 2.09540 0.41327 0.40114
H 1.41828 0.06378 1.16939
N 1.81837 -0.31960 -0.79400
O -0.51774 -0.47579 0.05699
H 2.31718 0.05341 -1.60627
C -3.05214 0.42027 0.33160
H 3.16044 0.40444 0.65874
H -1.95694 0.29591 0.08344
```

***

<four>
Computed, not measured: a cluster of 2 separate species, C2H10NO in total, with the ωB97M-V functional and the def2-TZVPD basis.

The calculation puts the orbital gap at 13.038 eV. The calculation puts the HOMO energy at -0.603 Eh. As for the total charge: +1.

XYZ file:
```
14
C2H10NO the ωB97M-V functional and the def2-TZVPD basis
O 0.47268 0.40785 -2.64933
C -0.79097 0.56146 1.63977
H 0.16009 0.00244 -0.96487
H 0.05392 1.08411 -3.21873
N 0.10082 -0.75825 -0.25689
H -1.76894 0.20796 1.31096
H 0.49460 -1.09730 1.81616
H 0.69964 -1.49240 -0.63158
H 1.40394 0.04391 1.20411
H -0.70176 1.62938 1.42407
C 0.35447 -0.25294 1.12293
H -0.84251 -1.13059 -0.29190
H -0.88835 0.54517 2.72538
H 1.25237 0.24920 -3.23007
```

***

Stability summary - winner: <four>; margin: 46.5 kJ/mol.

***

<one>
Computed, not measured: the ion CH6N3 with charge +1, with the ωB97M-V functional and the def2-TZVPD basis.

As for the structure (SMILES): NNC=[NH2+]. The calculation puts the orbital gap at 10.300 eV. The calculation puts the HOMO energy at -0.535 Eh. As for the total charge: +1.

XYZ file:
```
10
CH6N3 the ωB97M-V functional and the def2-TZVPD basis
H 2.35652 -0.66504 0.56308
H 1.94945 1.08209 0.16886
N -1.80056 -0.11006 -0.10885
H -0.34071 1.39902 0.34849
H -1.87563 -1.14794 -0.19334
N 1.90169 0.01871 -0.04209
C -0.43504 0.44310 -0.00526
H 0.23555 -1.22646 -0.41939
H -2.58180 0.52406 -0.19545
N 0.59054 -0.31747 -0.11604
```

***

<two>
Computed, not measured: a cluster of 2 separate species, CH6N3 in total, with the ωB97M-V functional and the def2-TZVPD basis.

The calculation puts the orbital gap (spin up / spin down) at 4.431 / 4.432 eV. The calculation puts the HOMO energy (spin up / spin down) at -0.475 / -0.475 Eh. As for the total charge: +1.

XYZ file:
```
10
CH6N3 the ωB97M-V functional and the def2-TZVPD basis
C 1.41990 0.71998 -1.09163
H 1.18089 2.94753 -0.70361
N -1.74504 -1.32074 1.03983
N 1.19669 1.95596 -0.48704
N 0.22639 1.14460 -0.42342
H -2.71765 -1.40744 0.70278
H 1.27982 0.63968 -2.08252
H 1.93238 -0.00063 -0.57753
H -1.16960 -1.21400 0.26763
H -1.59180 -0.61111 1.78444
```

***

<three>
Computed, not measured: a cluster of 2 separate species, CH6N3 in total, with the ωB97M-V functional and the def2-TZVPD basis.

The calculation puts the orbital gap at 7.085 eV. The calculation puts the HOMO energy at -0.464 Eh. As for the total charge: +1.

XYZ file:
```
10
CH6N3 the ωB97M-V functional and the def2-TZVPD basis
H -3.16034 -1.05214 -0.33932
N 2.64049 -0.15422 -0.15423
H -0.51034 0.49677 0.34338
N 2.14229 0.88492 0.19967
C -1.23136 -0.38647 -0.04139
H 2.79507 1.67927 0.19902
H 3.61478 -0.29804 -0.26518
H -0.78125 -1.12312 -0.58345
N -2.49956 -0.38603 0.06596
H -3.00978 0.33907 0.57555
```

***

Stability summary - winner: <one>; margin: 134.1 kJ/mol.